61
Properties=species:S:1:pos:R:3:mulliken_charge:R:1 method="wB97M-V/def2-TZVPD" max_force_ha_per_bohr=0.03665 homo_energy_ev="-10.96 / -10.98" energy_ev=-293830.8519 spin_multiplicity=2 e_lumo_ev="-5.07 / -3.51" charge=+1
Br -2.76 1.78 -0.52 -0.0284
Br -1.43 0.84 -3.21 0.0050
Se -0.22 -2.17 -1.74 0.0037
Fe -0.65 0.08 -0.62 0.2176
P 0.53 0.64 1.44 1.5622
P -1.83 -1.34 1.09 1.3556
O 0.36 2.00 -1.06 -0.5943
O 7.23 3.56 -2.87 -0.5873
O 1.45 0.12 -1.25 -0.5130
O 6.17 5.43 -2.71 -0.5893
N 6.23 4.22 -2.66 0.9949
N -4.17 -4.45 -2.81 -0.5832
C -1.68 -3.15 1.12 -1.2762
C -3.05 -2.40 -2.25 0.0121
C -0.38 -0.32 5.33 -0.8287
C -2.27 2.33 -2.31 -0.5453
C -3.63 -1.11 1.20 -1.4169
C -2.99 -5.08 -2.74 -0.3569
C 5.00 2.10 -2.32 -0.6238
C -0.24 -0.03 2.94 0.2301
C 0.21 0.27 4.23 -0.7497
C 2.68 3.52 -1.71 -0.2631
C 3.83 1.42 -2.01 -0.2037
C -1.28 -0.93 2.77 0.2959
C 2.19 -0.09 1.53 -1.4161
C -4.18 -3.14 -2.56 -0.5513
C 2.67 2.13 -1.70 0.4363
C 3.84 4.21 -2.02 -0.7022
C -1.87 -1.53 3.89 -0.8238
C 0.79 2.38 1.84 -1.3432
C -1.80 -4.43 -2.43 -0.3583
C 1.43 1.38 -1.33 0.3317
C -1.83 -3.07 -2.17 -0.0176
C -1.42 -1.22 5.16 -0.9264
C 4.97 3.48 -2.32 0.0210
H 2.54 -0.06 2.56 0.5374
H 2.15 -1.13 1.19 0.3082
H -0.02 -0.08 6.32 0.4255
H 1.77 4.06 -1.48 0.4699
H -4.10 -1.41 0.27 0.3214
H 5.91 1.58 -2.56 0.5023
H -3.87 -0.06 1.39 0.4337
H -2.19 -3.59 0.27 0.3678
H -3.17 2.61 -2.84 0.4957
H -0.86 -4.98 -2.38 0.3972
H -2.13 -3.53 2.04 0.5451
H 1.23 2.90 1.00 0.3004
H -1.88 -1.69 6.02 0.4185
H -3.11 -1.34 -2.07 0.4091
H 3.80 0.34 -2.00 0.5343
H -1.55 3.12 -2.23 0.3127
H -5.15 -2.64 -2.64 0.3832
H -2.69 -2.23 3.77 0.3033
H 3.88 5.29 -2.04 0.5017
H 1.02 0.98 4.37 0.3551
H 2.88 0.45 0.88 0.3746
H -2.99 -6.15 -2.94 0.3768
H -0.17 2.85 2.08 0.3691
H -4.04 -1.71 2.02 0.5006
H 1.46 2.46 2.70 0.5316
H -0.63 -3.44 1.09 0.3575


47
Properties=species:S:1:pos:R:3:mulliken_charge:R:1 method="wB97M-V/def2-TZVPD" max_force_ha_per_bohr=0.03996 homo_energy_ev=-7.72 energy_ev=-37532.0598 e_lumo_ev=0.15 smiles="COC1=Cc2ccccc2[C@](O)(C2CCN(C)CC2)c2ccsc21" charge=0
S -0.15 -0.72 -3.89 -0.1816
O -2.54 -1.06 0.36 -0.7582
O 1.37 1.83 -2.95 -0.5111
N 2.21 -1.81 2.14 0.0675
C 3.15 -2.42 1.16 -0.9116
C 0.94 -2.59 2.19 -1.2042
C -1.14 -0.59 -1.45 -0.2040
C -1.80 1.20 0.35 -0.3494
C 1.04 0.03 0.96 0.1443
C -0.30 -0.67 1.08 -0.6798
C -0.30 0.09 -2.35 0.9161
C 0.34 1.39 -2.13 0.1010
C -1.39 -0.25 0.04 2.0526
C -3.15 2.76 1.75 -0.8267
C 0.01 -2.17 1.03 -0.5820
C -1.29 -1.96 -3.42 -0.4290
C -2.78 1.46 1.34 -0.7346
C 2.59 1.09 -2.97 -0.7012
C 2.02 -0.37 2.09 -1.3783
C -2.55 3.85 1.15 -0.6244
C -0.09 2.32 -1.21 -0.4218
C -1.74 -1.77 -2.14 -1.3225
C -1.54 3.64 0.21 -1.3209
C -1.16 2.34 -0.22 1.1801
H 4.06 -1.85 1.14 0.3182
H 3.06 1.23 -3.95 0.2499
H 0.88 1.09 1.01 0.2469
H 2.76 -2.45 0.15 0.2970
H -2.37 -2.51 -1.64 0.4171
H 3.41 -3.42 1.47 0.3254
H 0.44 3.27 -1.28 0.3801
H -3.87 2.93 2.54 0.3838
H -0.92 -2.70 1.15 0.4605
H 0.40 -2.44 0.04 0.2644
H 0.49 -2.35 3.16 0.3789
H -3.24 0.64 1.86 0.5286
H 3.22 1.46 -2.14 0.2702
H -1.68 -2.75 -4.07 0.4624
H 2.43 0.04 -2.79 0.3169
H 1.49 -0.19 -0.03 0.0783
H -1.07 4.50 -0.21 0.4089
H 2.96 0.17 2.00 0.4872
H -3.22 -0.90 -0.29 0.5266
H 1.08 -3.65 2.19 0.4539
H -0.68 -0.44 2.08 0.6848
H -2.93 4.81 1.46 0.3832
H 1.56 -0.08 3.06 0.3565


17
Properties=species:S:1:pos:R:3:mulliken_charge:R:1 method="wB97M-V/def2-TZVPD" max_force_ha_per_bohr=0.06030 homo_energy_ev=-9.32 energy_ev=-9438.8977 e_lumo_ev=0.78 charge=0
O -2.06 0.03 -1.03 -0.5210
O 2.20 0.46 0.81 -0.4972
C -1.87 0.92 -0.02 -0.2441
C 1.70 -0.60 0.01 -0.6256
C 0.19 -0.67 0.31 0.0252
C -0.72 -1.25 -0.70 -0.4756
C -0.43 1.01 0.31 -0.7623
H -2.56 0.85 0.86 0.2956
H -1.49 -1.93 -0.40 0.2547
H -0.29 -1.45 -1.69 0.2346
H -0.01 -0.99 1.33 0.3873
H -1.79 2.01 -0.31 0.2536
H 2.25 -1.53 0.23 0.3550
H 0.14 1.36 -0.55 0.3324
H 3.16 0.49 0.71 0.2985
H -0.27 1.67 1.19 0.3738
H 1.85 -0.39 -1.06 0.3150


14
Properties=species:S:1:pos:R:3:mulliken_charge:R:1 method="wB97M-V/def2-TZVPD" max_force_ha_per_bohr=0.10559 homo_energy_ev=-14.09 energy_ev=-10649.2144 e_lumo_ev=-3.97 charge=+1
N -0.33 1.36 -0.56 -0.2068
N -0.92 -1.04 1.54 0.1621
N -1.17 1.12 1.61 -0.2823
N -1.58 0.01 1.93 -0.2778
N 0.11 -0.77 -0.75 -0.1606
C 0.03 0.98 0.83 0.2710
C 0.20 -0.63 0.70 -0.2926
C -0.27 0.35 -1.36 -0.0243
H -1.18 -1.94 1.68 0.1801
H 0.99 1.74 1.38 0.3882
H 0.22 -1.69 -1.29 0.2889
H -0.60 2.35 -0.79 0.2739
H -0.50 0.33 -2.55 0.3400
H 1.05 -1.24 1.07 0.3404


10
Properties=species:S:1:pos:R:3:mulliken_charge:R:1 method="wB97M-V/def2-TZVPD" max_force_ha_per_bohr=0.08089 homo_energy_ev=-10.23 energy_ev=-8304.9797 e_lumo_ev=0.77 smiles="C#COC(C)=O" charge=0
O 0.06 -1.57 0.34 -0.5073
O -0.40 0.58 0.08 -0.4078
C 0.45 -0.43 0.20 0.8085
C -2.83 0.12 0.02 -0.0245
C 1.81 0.10 -0.09 -1.0485
C -1.68 0.31 0.06 -0.0982
H -3.90 -0.15 -0.12 0.3686
H 1.90 0.48 -1.09 0.2949
H 1.83 1.06 0.48 0.3189
H 2.75 -0.50 0.13 0.2953


54
Properties=species:S:1:pos:R:3:mulliken_charge:R:1 method="wB97M-V/def2-TZVPD" max_force_ha_per_bohr=0.14415 homo_energy_ev="-7.39 / -6.96" energy_ev=-40446.9108 spin_multiplicity=3 e_lumo_ev="-0.21 / -1.29" charge=0
Mo 2.81 0.17 -0.06 0.5188
P -0.26 -0.79 0.20 0.0994
N 0.72 0.46 -0.14 -0.4561
N 2.71 1.60 1.12 -0.3932
C -1.27 2.46 2.74 -0.8492
C -2.14 -1.05 0.21 0.5318
C 4.96 -0.70 0.45 -0.5531
C -0.81 -0.36 -1.56 0.6028
C -0.80 0.31 1.66 0.2781
C -4.86 -1.81 0.28 -0.4772
C 4.72 -0.99 -0.92 -0.4222
C 3.18 -2.16 0.34 -0.5764
C 4.00 -1.41 1.23 -0.3097
C -3.18 -0.08 0.09 -0.1161
C -1.63 0.15 -4.22 -0.5374
C 3.15 2.57 0.05 -0.1590
C 3.38 1.79 -1.27 -0.8462
C -1.67 1.81 3.90 -0.4810
C -4.52 -0.47 0.13 -0.9310
C -1.20 -0.33 2.85 -0.2439
C -3.86 -2.77 0.41 -0.6022
C -1.65 1.18 -3.28 -0.8682
C -2.52 -2.39 0.38 -0.2327
C -1.63 0.41 3.96 -0.7092
C -0.79 -1.38 -2.53 -0.2852
C -1.24 0.93 -1.97 -0.0840
C 3.63 -1.90 -0.99 -0.5023
C -1.20 -1.13 -3.84 -0.6634
C -0.84 1.73 1.63 0.0148
H -2.96 0.97 -0.01 0.3306
H 2.64 2.02 -2.05 0.2768
H -2.00 2.38 4.75 0.3867
H -1.19 -1.93 -4.57 0.4240
H 4.10 3.06 0.37 0.3930
H -4.12 -3.82 0.53 0.4075
H 2.34 -2.79 0.62 0.5133
H 2.70 2.01 2.05 0.1982
H -0.47 -2.37 -2.26 0.3608
H -1.76 -3.16 0.48 0.3731
H 5.28 -0.59 -1.77 0.4408
H -1.18 -1.41 2.92 0.3787
H 3.19 -2.30 -1.90 0.3989
H -1.30 3.55 2.69 0.4230
H -1.94 -0.10 4.86 0.4168
H -1.97 2.17 -3.57 0.4452
H 3.90 -1.37 2.32 0.4328
H -0.55 2.30 0.76 0.2631
H -1.95 0.34 -5.23 0.3769
H 2.38 3.36 -0.08 0.2911
H -5.90 -2.11 0.30 0.3790
H 5.71 0.00 0.84 0.4345
H -5.30 0.28 0.03 0.4124
H 4.41 1.89 -1.65 0.3016
H -1.26 1.76 -1.28 0.1943


84
Properties=species:S:1:pos:R:3:mulliken_charge:R:1 method="wB97M-V/def2-TZVPD" max_force_ha_per_bohr=0.04252 homo_energy_ev=-9.46 energy_ev=-182767.3797 e_lumo_ev=-3.12 charge=+1
Ba 0.20 0.21 2.01 1.4054
Br 5.54 0.20 7.22 -0.1935
As -1.51 -1.97 0.13 0.4381
O -1.19 4.35 -4.06 -0.4769
O 4.19 2.14 -3.93 -0.4977
N 1.86 0.88 0.23 -0.3058
N -0.59 2.05 0.18 0.2971
C 1.27 -3.08 0.02 -1.4866
C -1.29 3.93 -1.74 0.5036
C 2.00 0.21 4.07 0.1302
C -1.64 -4.35 -1.63 0.0551
C -3.24 1.34 3.52 -0.3039
C 4.10 0.20 5.96 0.0541
C -2.96 -1.03 3.70 -0.4015
C 2.42 1.37 4.72 -0.6513
C -2.74 0.15 -1.59 -0.9123
C 3.71 -0.98 5.36 -0.5044
C 1.74 -1.78 -2.40 -0.1040
C -0.05 3.31 -1.77 0.0049
C 3.58 0.98 -1.94 -0.0025
C -1.66 -0.67 -1.31 1.0034
C 3.90 0.24 -0.81 -0.7197
C 2.68 -0.96 4.43 -0.5578
C -3.65 -5.15 -2.68 -0.4755
C -1.76 2.68 0.23 -0.5444
C 2.39 1.69 -1.94 0.0598
C -2.28 -5.23 -2.49 -0.7491
C 3.45 1.38 5.65 -0.4670
C 0.26 2.35 -0.80 -0.3564
C 1.54 1.62 -0.84 0.5832
C -4.39 -4.21 -1.99 -0.7171
C -1.89 0.43 5.28 -0.3600
C 0.30 -2.24 -0.52 0.3032
C 2.47 -3.27 -0.66 -0.6845
C -2.16 3.62 -0.70 -0.9105
C -2.16 -0.85 4.82 -0.5042
C 4.49 1.02 -3.13 -0.6928
C -3.50 0.06 3.05 -0.3185
C 3.01 0.24 0.25 -0.5238
C -2.43 1.53 4.63 -0.5979
C -2.70 0.98 -2.71 -0.4398
C -1.66 4.88 -2.84 -0.9318
C -0.51 0.17 -3.26 -0.2963
C -1.59 0.99 -3.53 -1.1078
C -2.37 -3.38 -0.96 0.4354
C -3.75 -3.33 -1.13 -0.3579
C 0.54 -1.56 -1.72 1.1950
C -0.53 -0.67 -2.14 -0.7274
C 2.69 -2.64 -1.87 -1.1450
H 4.81 2.18 -4.66 0.3282
H -2.75 5.02 -2.86 0.3748
H 3.75 2.31 6.14 0.4051
H -1.34 4.99 -4.77 0.3188
H 1.94 2.32 4.50 0.3006
H 5.53 1.05 -2.78 0.3745
H 3.60 -2.82 -2.41 0.4663
H -3.13 4.09 -0.64 0.4648
H 1.93 -1.28 -3.34 0.6239
H -1.29 0.57 6.17 0.4202
H 2.40 -1.90 3.97 0.2897
H 0.35 0.18 -3.91 0.4587
H 3.23 -0.30 1.16 0.4819
H -3.71 2.20 3.05 0.5469
H -1.20 5.86 -2.64 0.3599
H -3.20 -2.03 3.37 0.4053
H -5.46 -4.16 -2.12 0.4120
H -2.40 2.39 1.05 0.2456
H 4.35 0.09 -3.70 0.2735
H -3.61 0.15 -0.96 0.4608
H 1.08 -3.61 0.95 0.5715
H -0.57 -4.43 -1.49 0.3351
H 4.82 -0.32 -0.75 0.5188
H -3.54 1.62 -2.93 0.4945
H -4.14 -5.83 -3.37 0.3874
H -1.78 -1.71 5.36 0.4270
H 2.16 2.27 -2.81 0.5566
H -1.56 1.64 -4.39 0.3823
H 4.21 -1.90 5.61 0.4077
H -1.70 -5.98 -3.01 0.4106
H 0.63 3.57 -2.55 0.4283
H -2.26 2.53 5.01 0.4207
H 3.21 -3.93 -0.25 0.4957
H -4.33 -2.58 -0.59 0.3470
H -4.15 -0.08 2.20 0.3625


13
Properties=species:S:1:pos:R:3:mulliken_charge:R:1 method="wB97M-V/def2-TZVPD" max_force_ha_per_bohr=0.01089 homo_energy_ev=-9.73 energy_ev=-8809.0978 e_lumo_ev=0.67 smiles="O=CNCCO" charge=0
O -0.84 -0.90 1.33 -0.4556
O 1.39 1.19 1.50 -0.4833
N 0.87 0.47 -0.64 -0.2402
C -0.58 0.58 -0.66 -0.4991
C -1.21 -0.66 -0.01 -0.4121
C 1.56 0.46 0.55 -0.1103
H -0.87 0.58 -1.72 0.3393
H -0.98 -1.53 -0.65 0.2802
H 0.10 -1.12 1.38 0.3131
H -2.30 -0.54 0.02 0.3079
H 2.33 -0.35 0.58 0.3914
H 1.23 -0.18 -1.31 0.2973
H -0.93 1.52 -0.23 0.2713